29
Properties=species:S:1:pos:R:3:forces:R:3:lowdin_charge:R:1 method="wB97M-V/def2-TZVPD" homo_energy_ev=-11.7 gap_ha=0.3244 charge=+1 energy_ha=-544.87036 relative_energy_ev=1.855 multiplicity=1 lumo_ev=-2.9 smiles="C/C=C/C=C/C[NH2+]CCOBO"
C 0.789495 5.365865 0.579828 -1.0 2.2 0.8 -0.11
C 1.058306 3.965911 0.422718 0.2 -3.5 -0.3 -0.17
C 0.221765 2.913919 0.629221 -2.7 1.4 0.3 -0.13
C 0.524023 1.509520 0.554090 1.8 -0.4 -0.6 -0.13
C -0.215814 0.472452 0.981851 0.8 0.2 1.8 -0.09
C 0.363095 -0.913314 1.351267 -1.4 0.1 -1.1 -0.06
N -0.196562 -1.918543 0.345128 1.6 -1.9 1.2 0.03
C 0.724464 -2.879499 -0.362675 -1.5 -2.5 1.2 -0.06
C -0.148104 -4.094726 -0.932754 3.0 2.5 -0.8 -0.12
O -0.898698 -3.691480 -2.031484 -1.8 1.4 -1.0 0.04
B -1.498938 -2.503908 -2.450464 1.3 -1.1 1.7 -0.30
O -1.396934 -1.342740 -1.665487 -1.0 -0.3 -1.9 0.10
H -0.332460 5.538532 0.455206 1.6 0.3 0.3 0.11
H 1.421948 6.040411 -0.026001 -0.7 -0.6 -0.5 0.09
H 1.158822 5.718889 1.577117 -0.8 -0.5 -0.3 0.10
H 2.052918 3.634827 0.135147 0.3 0.3 0.0 0.11
H -0.876102 3.077669 0.918380 1.6 0.2 -0.3 0.14
H 1.519990 1.341382 0.122361 -0.1 -0.4 0.3 0.12
H -1.122233 0.770988 1.503262 -0.3 -0.4 -0.2 0.11
H 1.422824 -1.029926 1.224586 0.6 0.5 0.2 0.11
H 0.051892 -1.331769 2.345170 0.4 0.9 -0.8 0.15
H -0.793628 -1.542858 -0.373213 -0.2 1.5 -0.7 0.03
H -0.862172 -2.503168 0.807327 -0.4 -0.6 0.9 0.15
H 1.422389 -3.350834 0.318964 0.0 0.2 0.6 0.13
H 1.324542 -2.464311 -1.092763 0.8 1.5 -1.7 0.11
H 0.572187 -4.836811 -1.376544 -0.9 0.3 1.2 0.16
H -0.706335 -4.337840 -0.061646 -0.9 -1.3 0.3 0.12
H -2.060068 -2.531681 -3.448025 -0.5 0.1 -0.9 0.10
H -1.877939 -0.588206 -2.036409 0.1 -0.1 0.1 0.14